[1]
ORCA calculation (ωB97M-V/def2-TZVPD) on a structure of composition C5H4S.

Values from the calculation:
gap between HOMO and LUMO	9.19	eV
HOMO energy	-0.323	hartree
molecular weight	96.2	g/mol
energy relative to the best compared isomer or geometry (same formula, charge and spin)	141.2	kcal/mol
energy	-16077.2084	eV

CARTESIAN COORDINATES (ANGSTROEM)
C: -0.8501 0.6259 -0.1929
C: -1.2002 0.0355 -1.2698
C: -0.4463 1.2183 0.9674
C: 0.7429 0.7127 0.8654
C: 0.1894 -0.4235 -0.9150
S: 0.3489 -1.9848 0.0168
H: -0.9256 1.9270 1.6168
H: 1.5699 0.4139 1.3877
H: 1.0695 -0.0398 -1.5471
H: -0.4983 -2.4853 -0.9293


[2]
ORCA calculation (ωB97M-V/def2-TZVPD) on a cluster of 3 separate species, C5H14NO4 in total.

Values from the calculation:
total charge	+1
gap between HOMO and LUMO	10.55	eV
HOMO energy	-0.492	hartree
molecular weight	152.2	g/mol
energy relative to the best compared isomer or geometry (same formula, charge and spin)	67.2	kcal/mol
energy	-15084.0874	eV

CARTESIAN COORDINATES (ANGSTROEM)
O: -0.8665 -2.1480 1.8469
C: -0.5294 -1.6544 0.8084
O: 0.3154 -2.3154 -0.0271
C: -0.7646 -0.1617 0.4443
C: -1.4780 0.2690 -0.7958
C: -1.5681 1.8001 -0.9879
C: -1.7980 2.7259 -0.0386
N: 0.7493 0.3281 0.2408
H: 0.2477 -3.2984 0.2936
H: -0.9408 0.3832 1.4193
H: -1.1467 -0.1120 -1.8603
H: -2.6301 0.0414 -0.7784
H: -1.3246 2.0468 -2.0624
H: -1.6546 3.7812 -0.2048
H: -2.3384 2.3384 0.9570
H: 1.0391 0.3826 -0.7476
H: 0.7811 1.2023 0.6894
H: 1.2337 -0.2936 0.8630
H: 2.5579 0.7737 -2.6766
H: 2.4247 -0.6625 -2.6915
O: 2.2181 0.0574 -2.2413
H: 1.2468 -2.3874 2.5578
H: 2.3755 -1.3760 2.8936
O: 1.8507 -1.7207 2.0981


[3]
ORCA calculation (ωB97M-V/def2-TZVPD) on a structure of composition C55H37BrClF3N6O11RbSb.

Values from the calculation:
total charge	-2
gap between HOMO and LUMO	7.11	eV
HOMO energy	-0.135	hartree
molecular weight	1337.5	g/mol
energy relative to the best compared isomer or geometry (same formula, charge and spin)	25.2	kcal/mol
energy	-187010.3394	eV

CARTESIAN COORDINATES (ANGSTROEM)
Rb: -1.0083 0.1714 -0.5633
N: -1.1997 2.4179 2.7619
C: -0.3617 3.2088 3.4892
C: -0.7513 3.8983 4.6250
C: 0.1584 4.7121 5.3291
C: 1.4565 4.8658 4.9224
C: 1.8962 4.1732 3.7655
C: 3.2126 4.2637 3.2529
C: 3.5548 3.5789 2.1234
C: 2.5832 2.7696 1.4921
N: 1.3627 2.6438 1.9494
C: 1.0026 3.3414 3.0570
H: -2.0272 2.0254 3.1862
H: -0.7599 1.7998 2.0995
H: -1.7767 3.7976 4.9715
H: -0.1877 5.2322 6.2176
H: 2.1509 5.4992 5.4645
H: 3.9336 4.8886 3.7706
H: 4.5552 3.6384 1.7075
H: 2.8132 2.2082 0.5886
C: -1.9532 -2.2442 -2.0604
O: -0.5398 -2.1635 -2.1797
C: 0.0376 -2.9244 -3.1473
C: -0.6844 -3.7735 -3.9620
C: -0.0050 -4.5737 -4.8780
Br: -1.0197 -5.7368 -5.9947
C: 1.3581 -4.5557 -4.9840
C: 2.0916 -3.6816 -4.1681
C: 1.4383 -2.8389 -3.2691
O: 2.1228 -1.9798 -2.4988
C: 3.5653 -3.6936 -4.3096
N: 4.2280 -4.5474 -5.0555
C: 5.5621 -4.1979 -4.9081
C: 6.7072 -4.7639 -5.4726
C: 7.9386 -4.2257 -5.1354
C: 8.0447 -3.1432 -4.2451
C: 6.9202 -2.5689 -3.6738
C: 5.6872 -3.1135 -4.0271
N: 4.3915 -2.8041 -3.6771
H: -2.4464 -1.7728 -2.9112
H: -2.2091 -1.7118 -1.1527
H: -2.2930 -3.2729 -1.9565
H: -1.7636 -3.8220 -3.9046
H: 1.8919 -5.1943 -5.6762
H: 1.7086 -1.0264 -2.5463
H: 6.6217 -5.6064 -6.1516
H: 8.8428 -4.6522 -5.5581
H: 9.0254 -2.7514 -3.9970
H: 6.9998 -1.7415 -2.9761
H: 4.0473 -2.1391 -2.9998
O: -2.7905 -0.0142 3.3148
C: -2.8409 -0.3942 2.1201
O: -1.9558 -1.0364 1.4682
C: -4.0796 -0.0670 1.3073
C: -5.3134 -0.5457 1.6013
C: -6.3906 -0.3722 0.6891
C: -6.1691 0.1758 -0.5565
C: -4.9129 0.6453 -0.8650
C: -3.8619 0.7536 0.1296
O: -2.8719 1.5011 -0.0022
N: -4.6190 1.0303 -2.2336
O: -5.5303 1.4061 -2.9686
O: -3.4611 0.9007 -2.6121
N: -7.7060 -0.8710 1.0146
O: -7.8694 -1.4221 2.0994
O: -8.6244 -0.7278 0.2071
H: -5.4864 -1.0983 2.5152
H: -6.9552 0.2004 -1.2962
F: 0.6063 -6.4616 4.6723
C: 0.7368 -5.2854 4.0134
C: 1.9899 -4.8938 3.6002
C: 2.1177 -3.6824 2.9203
C: 1.0059 -2.8779 2.6613
C: -0.2478 -3.3272 3.0893
C: -0.3901 -4.5320 3.7720
Sb: 1.0822 -0.8494 1.8395
C: 1.3884 -0.2106 3.8988
C: 0.2768 0.2159 4.6311
C: 0.3968 0.5619 5.9775
C: 1.6347 0.4762 6.5733
F: 1.7620 0.8210 7.8754
C: 2.7537 0.0429 5.8958
C: 2.6195 -0.3052 4.5542
C: 3.1833 -0.9563 1.3100
C: 3.5617 -1.8835 0.3331
C: 4.8608 -1.9291 -0.1686
C: 5.7762 -1.0160 0.3091
F: 7.0375 -1.0436 -0.1731
C: 5.4541 -0.0704 1.2555
C: 4.1515 -0.0477 1.7507
H: 2.8487 -5.5234 3.8086
H: 3.1047 -3.3704 2.6066
H: -1.1324 -2.7200 2.8852
H: -1.3572 -4.8839 4.1130
H: -0.7092 0.2566 4.1696
H: -0.4625 0.8949 6.5532
H: 3.7055 -0.0250 6.4125
H: 3.4935 -0.6760 4.0275
H: 2.8308 -2.5863 -0.0608
H: 5.1563 -2.6528 -0.9204
H: 6.2082 0.6302 1.5980
H: 3.8953 0.6988 2.4976
Cl: 0.4493 7.1351 -2.1449
C: 0.6460 5.3965 -2.0684
C: 1.4292 4.7640 -3.0220
C: 1.5874 3.3866 -2.9595
C: 0.9914 2.6581 -1.9400
C: 0.1994 3.3107 -1.0014
C: 0.0149 4.6847 -1.0623
C: 1.2455 1.1742 -1.8016
O: 1.4955 0.7454 -0.6588
O: 1.1498 0.4636 -2.8478
H: 1.9050 5.3445 -3.8006
H: 2.1813 2.8676 -3.7022
H: -0.2754 2.7422 -0.2119
H: -0.6010 5.1935 -0.3302


[4]
ORCA calculation (ωB97M-V/def2-TZVPD) on a structure of composition C5H5BrN2O2.

Values from the calculation:
gap between HOMO and LUMO	8.87	eV
HOMO energy	-0.325	hartree
molecular weight	205.0	g/mol
energy relative to the best compared isomer or geometry (same formula, charge and spin)	38.7	kcal/mol
energy	-82380.9176	eV

CARTESIAN COORDINATES (ANGSTROEM)
C: -1.4612 0.1364 -0.6094
C: -0.6607 0.4335 0.4164
C: -0.7245 0.2534 -1.9425
C: -2.8994 3.1384 0.4669
C: 1.8547 1.7155 -0.0450
N: 0.4841 0.7819 -1.8112
N: 0.7998 1.0073 -0.5851
O: -3.4358 2.1565 0.6740
O: -2.4198 4.1714 0.4241
Br: 3.6085 0.4496 0.0382
H: -2.5287 -0.0761 -0.6607
H: -0.4742 0.5462 1.4627
H: -1.0742 0.3104 -2.9442
H: 2.0216 2.6922 -0.5979
H: 1.7526 1.8016 1.0219


> What is the formula in the third record?

C55H37BrClF3N6O11RbSb


> Number 1 is which compound?

C5H4S